{
  "formula": "C2H10O3",
  "method": "wB97M-V/def2-TZVPD",
  "elements": ["O", "O", "O", "C", "C", "H", "H", "H", "H", "H", "H", "H", "H", "H", "H"],
  "positions_angstrom": [[-1.488, -2.095, 1.309], [0.611, 2.184, -0.305], [-2.018, 0.858, 1.722], [2.241, 0.108, -1.629], [1.476, -0.929, -1.861], [-2.732, 0.374, 1.287], [2.936, 0.430, -0.847], [-0.186, 2.722, -0.213], [2.299, 1.007, -2.229], [1.367, -1.795, -1.205], [-1.339, -2.466, 2.194], [0.773, -1.059, -2.660], [0.302, 1.374, 0.118], [-1.635, -2.809, 0.681], [-1.225, 0.319, 1.743]],
  "smiles": "C=C.O.O.O",
  "energy_ha": -307.85896,
  "e_above_lowest_kj_mol": 123.82
}

=====

{
  "formula": "C26H26Cl3CuN10OS3",
  "method": "wB97M-V/def2-TZVPD",
  "elements": ["Cu", "Cl", "Cl", "Cl", "S", "S", "S", "O", "N", "N", "N", "N", "N", "N", "N", "N", "N", "N", "C", "C", "C", "C", "C", "C", "C", "C", "C", "C", "C", "C", "C", "C", "C", "C", "C", "C", "C", "C", "C", "C", "C", "C", "C", "C", "H", "H", "H", "H", "H", "H", "H", "H", "H", "H", "H", "H", "H", "H", "H", "H", "H", "H", "H", "H", "H", "H", "H", "H", "H", "H"],
  "positions_angstrom": [[0.118, -0.293, 0.042], [-4.482, -1.496, 3.322], [-7.700, 1.732, 2.146], [-6.709, -1.883, 8.174], [-1.738, -1.054, -1.180], [1.556, 0.257, -1.795], [-6.187, 0.510, -0.125], [-4.974, 2.710, 3.756], [-0.833, 1.166, 1.262], [-1.883, 1.868, 3.062], [-3.324, -2.919, -0.188], [-0.380, -1.838, 1.235], [1.350, 1.541, -4.137], [1.721, -0.269, 1.342], [-0.252, 2.088, -2.876], [-1.489, -2.549, 1.076], [0.607, 2.412, -4.870], [-1.042, 2.271, -1.762], [-5.583, -1.497, 5.762], [-4.211, 1.530, 3.891], [-4.580, 1.008, -0.462], [-2.739, 1.851, 4.240], [1.547, -1.144, 2.351], [3.659, 0.599, 2.409], [0.865, 1.311, -2.910], [-1.063, 2.891, 2.656], [-4.162, 1.983, 0.386], [2.421, -1.176, 3.432], [3.483, -0.289, 3.461], [-4.921, 3.323, 2.468], [-1.494, 3.640, -4.435], [-6.294, 1.629, 1.181], [2.750, 0.569, 1.364], [-5.836, 0.456, 7.149], [-2.185, -2.243, -0.001], [-1.705, 0.850, 2.197], [0.389, -2.013, 2.245], [-5.150, 2.357, 1.341], [-5.009, -0.707, 4.779], [-5.267, 1.227, 6.151], [-4.842, 0.664, 4.952], [-0.417, 2.442, 1.542], [-5.994, -0.906, 6.945], [-0.374, 2.733, -4.100], [-2.440, 3.096, -4.414], [-3.953, 3.817, 2.319], [-3.556, -3.679, 0.430], [-1.560, 4.473, -3.734], [-2.697, 2.834, 4.707], [-3.860, -2.782, -1.025], [-1.003, 3.827, 3.185], [4.167, -0.290, 4.299], [-4.035, 0.529, -1.260], [2.853, 1.224, 0.508], [2.182, 1.128, -4.523], [4.483, 1.297, 2.396], [-4.215, 0.979, 2.951], [-1.336, 4.036, -5.434], [-5.698, 4.086, 2.493], [-5.160, 2.295, 6.290], [-1.332, 3.238, -1.708], [-3.172, 2.423, 0.364], [-2.364, 1.111, 4.947], [0.180, -2.767, 2.997], [-6.159, 0.906, 8.077], [-1.846, 1.651, -1.766], [-5.713, -2.559, 5.610], [2.258, -1.885, 4.232], [-2.237, -0.088, 2.259], [0.310, 2.942, 0.923]],
  "s_squared": 0.75,
  "multiplicity": 2,
  "energy_ha": -5844.63973,
  "e_above_lowest_kj_mol": 32.70,
  "total_charge": 1
}

=====

{
  "formula": "C23H36B3F12NO14",
  "method": "wB97M-V/def2-TZVPD",
  "elements": ["F", "F", "F", "F", "F", "F", "F", "F", "F", "F", "F", "F", "O", "O", "O", "O", "O", "O", "O", "O", "O", "O", "O", "O", "O", "O", "N", "C", "C", "C", "C", "C", "C", "C", "C", "C", "C", "C", "C", "C", "C", "C", "C", "C", "C", "C", "C", "C", "C", "C", "B", "B", "B", "H", "H", "H", "H", "H", "H", "H", "H", "H", "H", "H", "H", "H", "H", "H", "H", "H", "H", "H", "H", "H", "H", "H", "H", "H", "H", "H", "H", "H", "H", "H", "H", "H", "H", "H", "H"],
  "positions_angstrom": [[7.253, 3.189, -6.209], [-6.521, 1.777, 1.524], [8.429, 4.433, -4.882], [3.040, -1.799, 6.326], [-6.397, 3.653, 0.462], [4.062, -2.182, 4.462], [-7.616, 2.087, -9.203], [9.244, 2.577, -5.629], [-7.990, 1.050, -7.345], [-8.125, 2.380, 0.199], [-6.737, 0.142, -8.860], [5.063, -2.581, 6.334], [3.096, 1.983, 1.690], [-5.263, 2.888, -8.192], [0.387, 2.171, -2.562], [1.769, 0.302, 0.614], [2.784, -4.528, 4.728], [3.417, -4.581, 6.894], [-5.473, 1.327, -6.576], [0.241, 0.815, -2.111], [-2.567, -2.312, 1.255], [-6.284, 0.386, -0.720], [7.862, 1.294, -3.719], [6.634, 3.162, -3.408], [-5.565, 2.290, -1.694], [3.217, 1.734, -0.652], [-1.193, -2.800, 3.009], [-7.074, 1.301, -8.283], [-5.621, -0.418, -1.727], [-4.285, 1.809, -5.905], [-6.800, 2.393, 0.373], [-4.199, -0.712, -1.297], [6.795, 2.674, -1.024], [-4.600, 3.011, -5.044], [8.137, 3.172, -5.206], [2.871, -5.908, 7.056], [3.298, -4.046, 5.692], [-6.112, 1.691, -0.817], [1.420, 0.717, 3.146], [7.541, 2.408, -4.004], [-3.322, -1.441, 3.309], [-5.817, 1.964, -7.680], [-2.328, -2.192, 2.444], [3.891, -2.622, 5.702], [-0.693, -2.396, 4.319], [1.566, 0.269, -1.963], [0.286, -1.212, 4.306], [5.959, 2.566, -2.280], [0.213, -0.248, 3.119], [3.834, -6.962, 6.556], [2.109, 0.994, 1.774], [2.212, 0.769, -0.609], [3.080, 2.574, 0.446], [5.031, 3.122, -2.177], [3.994, -6.869, 5.483], [0.194, 2.691, -1.769], [2.814, 3.728, 0.315], [1.479, -0.815, -2.038], [-5.685, 0.081, -2.692], [-4.303, -1.830, 3.037], [5.706, 1.532, -2.508], [2.190, 0.330, 3.822], [-0.147, -3.254, 4.717], [6.236, 2.289, -0.171], [-6.197, -1.338, -1.785], [-3.310, -0.383, 3.039], [-5.395, 2.774, -4.338], [-3.190, -1.557, 4.378], [0.108, -0.770, 2.170], [4.799, -6.861, 7.053], [-1.488, -2.198, 5.039], [-4.200, -1.187, -0.317], [2.169, 0.608, -2.811], [-3.719, 3.313, -4.481], [2.700, -6.010, 8.125], [0.160, -0.625, 5.220], [-3.513, 2.024, -6.642], [1.307, -1.601, 4.344], [3.436, -7.955, 6.761], [1.909, -5.967, 6.549], [-3.946, 0.972, -5.300], [-4.926, 3.854, -5.652], [-3.602, 0.198, -1.229], [-3.714, -1.385, -2.003], [1.120, 1.696, 3.529], [7.717, 2.102, -1.116], [7.061, 3.713, -0.832], [-0.689, 0.364, 3.239], [-1.232, -3.803, 2.910]],
  "energy_ha": -3279.31554
}

=====

{
  "formula": "C2H14O4S2",
  "method": "wB97M-V/def2-TZVPD",
  "elements": ["S", "S", "O", "O", "O", "O", "C", "C", "H", "H", "H", "H", "H", "H", "H", "H", "H", "H", "H", "H", "H", "H"],
  "positions_angstrom": [[-0.096, -0.203, 2.382], [1.421, -1.147, 1.593], [-0.142, 1.771, -2.850], [-2.858, 0.034, -1.161], [1.928, -0.592, -3.232], [-0.990, -2.279, -1.898], [0.372, 2.237, 1.387], [-0.732, 1.268, 1.612], [1.110, 2.048, 0.634], [2.379, -0.230, 1.887], [-2.655, -0.914, -1.556], [-2.094, 0.608, -1.540], [-0.069, -2.252, -1.864], [0.949, 2.421, 2.353], [1.050, 0.083, -3.170], [0.157, 3.343, 1.220], [-1.193, -2.188, -1.012], [-1.390, 1.018, 0.729], [-0.050, 2.534, -2.334], [-1.484, 1.742, 2.255], [1.632, -1.259, -2.706], [-0.887, 2.162, -3.354]],
  "smiles": "CCSS.O.O.O.O",
  "energy_ha": -1181.85271,
  "e_above_lowest_kj_mol": 213.42
}